No. 1
Density functional theory data (the ωB97M-V functional and the def2-TZVPD basis) for a structure of composition C32H23ClF3N2O10PSTa at a distorted geometry.

```
74
Properties=species:S:1:pos:R:3:forces:R:3
Ta -0.3685 -0.3722 -0.0397 2.2 2.8 -1.9
O 3.8652 -0.5548 -2.6996 0.6 -0.3 -0.4
C 2.8746 -0.5871 -1.8324 -0.7 0.9 0.1
O 2.0802 0.3187 -1.6798 0.5 -0.6 -0.2
C 2.7892 -1.8284 -1.0179 0.2 -0.3 0.1
C 3.5685 -2.9636 -1.2023 -0.2 0.4 0.2
C 3.3303 -4.0612 -0.3838 -0.2 0.1 0.1
C 2.3369 -3.9928 0.5815 -0.1 0.3 0.0
C 1.6071 -2.8113 0.6845 0.2 -0.1 0.1
N 1.8355 -1.7681 -0.0934 -0.8 0.2 -0.2
C 0.4660 -2.5970 1.6585 1.3 -2.2 0.4
O 0.1629 -3.3970 2.4978 -0.1 0.6 -0.3
O -0.0840 -1.4270 1.4635 -0.5 0.0 1.3
H 3.8904 0.2873 -3.1857 -0.2 -0.1 0.3
H 4.3170 -2.9809 -1.9777 0.1 0.0 0.0
H 3.9125 -4.9607 -0.5099 0.0 -0.1 0.0
H 2.1012 -4.8212 1.2310 0.0 0.0 0.1
C 4.8704 3.3966 -0.7479 -0.1 0.0 0.0
C 5.1652 2.1793 -0.1506 0.1 -0.1 0.0
C 4.1719 1.4640 0.4940 -0.1 0.0 0.0
C 2.8786 1.9828 0.5720 -0.1 -0.3 0.0
C 2.5829 3.2008 -0.0321 -0.1 -0.2 0.1
C 3.5805 3.8989 -0.6905 0.1 0.1 -0.1
P 1.5713 0.9808 1.3338 -0.9 1.1 0.3
C 2.1109 0.5715 3.0329 0.2 -0.3 -0.3
C 3.2519 1.1391 3.5912 0.0 -0.1 -0.1
C 3.5465 0.9173 4.9265 0.0 0.0 0.1
C 2.7224 0.1225 5.7058 0.0 0.0 0.0
C 1.5774 -0.4304 5.1540 0.0 0.0 0.0
C 1.2585 -0.1908 3.8302 0.0 -0.1 0.0
C 0.1354 1.9891 1.7788 0.1 -0.3 -0.3
C 0.0644 3.0790 2.6346 -0.2 0.1 0.0
C -1.1894 3.5563 2.9779 0.3 0.1 0.0
C -2.3307 2.9588 2.4639 0.0 -0.3 -0.2
C -2.2396 1.8780 1.5974 -0.4 0.0 0.1
C -1.0025 1.3496 1.2659 0.9 -0.3 -0.4
H 5.6440 3.9506 -1.2599 0.0 0.0 0.0
H 6.1708 1.7875 -0.1920 0.1 0.0 0.0
H 4.3990 0.5063 0.9469 0.1 0.0 0.0
H 1.5728 3.5809 -0.0112 -0.1 0.1 0.0
H 3.3486 4.8331 -1.1778 0.0 0.1 0.0
H 3.8988 1.7650 2.9948 0.1 0.0 0.0
H 4.4224 1.3772 5.3588 0.1 0.0 0.0
H 2.9584 -0.0486 6.7453 0.0 0.0 0.1
H 0.9224 -1.0437 5.7532 -0.1 0.0 0.1
H 0.3361 -0.5836 3.4315 0.0 0.0 0.1
H 0.9625 3.5333 3.0300 0.1 0.0 0.1
H -1.2837 4.3972 3.6471 0.0 0.1 0.1
H -3.3030 3.3307 2.7509 -0.1 0.1 0.0
H -3.1451 1.4468 1.1977 -0.1 0.0 0.0
S -0.4169 1.9579 -1.5495 -0.1 0.0 1.1
C -1.0583 1.4945 -3.0619 0.1 0.1 -0.5
N -2.3462 1.0893 -3.1433 0.3 -0.1 -0.1
C -2.9214 0.6995 -4.2951 -0.1 0.0 -0.5
C -2.2221 0.7444 -5.4727 0.2 0.1 0.2
C -0.8893 1.1811 -5.4443 -0.3 0.0 0.1
C -0.3219 1.5620 -4.2533 -0.2 -0.1 0.2
H -2.8459 0.9900 -2.2600 0.1 0.1 -0.3
H -3.9351 0.3331 -4.2468 -0.1 0.1 0.1
H -2.6884 0.4377 -6.3937 -0.1 -0.1 0.0
H -0.3076 1.2013 -6.3535 0.0 0.0 -0.1
H 0.6970 1.8973 -4.1838 0.2 0.0 0.0
O -2.5110 -0.2370 -0.6506 1.2 1.6 -0.3
Cl -2.7728 -1.4774 0.0757 -4.5 -1.0 0.6
O -4.0320 -1.9429 -0.2704 -0.9 -0.5 -0.4
O -1.7415 -2.3715 -0.3321 1.9 -0.9 -0.3
O -2.6471 -1.1777 1.4345 0.2 0.2 1.4
F -2.6435 -1.8599 -2.9472 -0.2 -0.2 -0.1
C -1.5151 -2.4867 -3.3417 -0.3 0.1 -0.2
F -1.2634 -2.0422 -4.5869 0.3 -0.1 0.1
F -1.7615 -3.7825 -3.4086 0.2 0.1 0.2
C -0.3739 -2.1061 -2.3536 0.2 -1.9 -1.1
O 0.4100 -2.9364 -1.9679 -0.3 -0.2 -0.4
O -0.4065 -0.8684 -2.0594 0.1 1.3 1.0
```
Forces are in eV/Å.

Results
Kohn-Sham gap: 7.4 eV
charge: +1
E_LUMO: -3.812 eV
HOMO: -11.18 eV

=====

No. 2
Density functional theory data (the ωB97M-V functional and the def2-TZVPD basis) for a structure of composition C32H23CrN2O6S5.

```
69
Properties=species:S:1:pos:R:3:forces:R:3
Cr -0.4777 0.1699 0.4302 -0.2 0.2 -0.2
C -2.7688 1.7157 -2.9138 0.0 0.0 0.0
O -1.6259 1.9426 -3.7468 0.1 0.0 0.0
C -0.6262 1.0100 -3.7215 0.1 0.0 0.0
C -0.0646 0.6561 -4.9284 0.0 0.0 0.0
C 1.0051 -0.2416 -5.0002 0.0 0.0 0.0
C 1.4920 -0.7879 -3.8373 0.0 0.0 0.0
C 0.9434 -0.4523 -2.5896 0.0 0.0 0.0
C 1.5539 -1.0462 -1.4167 0.0 0.0 0.1
N 1.1278 -0.9172 -0.2174 0.2 -0.1 -0.2
N 1.8697 -1.5309 0.7834 0.0 0.0 0.0
C 1.2499 -1.3439 1.9227 0.0 0.0 0.1
O 0.1368 -0.7369 2.0735 0.1 0.0 0.1
C 1.9218 -1.8463 3.1573 0.0 0.0 0.0
C 3.0160 -2.7053 3.0966 0.0 0.0 0.0
C 3.6281 -3.1338 4.2633 0.0 0.0 0.0
C 3.1587 -2.6993 5.4973 0.0 0.0 0.0
C 2.0755 -1.8339 5.5586 0.0 0.0 0.0
C 1.4546 -1.4085 4.3928 0.0 0.0 0.0
C -0.1200 0.4822 -2.4942 0.0 0.0 0.0
O -0.6102 0.9241 -1.3775 0.0 0.0 -0.1
H -3.5854 2.2600 -3.3871 0.0 0.0 0.0
H -2.6031 2.0725 -1.8993 0.0 0.0 0.0
H -3.0115 0.6509 -2.8761 0.0 0.0 0.0
H -0.4822 1.1006 -5.8241 0.0 0.0 0.0
H 1.4354 -0.5022 -5.9588 0.0 0.0 0.0
H 2.3172 -1.4906 -3.8643 0.0 0.0 0.0
H 2.4523 -1.6470 -1.5610 0.0 0.0 0.0
H 3.3727 -3.0212 2.1260 0.0 0.0 0.0
H 4.4769 -3.8057 4.2122 0.0 0.0 0.0
H 3.6426 -3.0307 6.4089 0.0 0.0 0.0
H 1.7149 -1.4817 6.5170 0.0 0.0 0.0
H 0.6167 -0.7240 4.4101 0.0 0.0 0.0
O 1.3081 1.7121 0.3174 -0.2 0.0 0.3
C 1.6708 2.8792 1.0637 0.0 0.1 0.0
C 0.8670 2.8363 2.4260 0.0 -0.2 0.0
O 1.2791 3.6189 3.2928 0.1 0.2 0.0
O -0.0705 2.0254 2.4483 -0.1 -0.1 -0.1
C 1.2507 4.1380 0.3365 0.0 0.0 0.0
C 0.4036 4.0817 -0.7651 0.0 0.0 0.0
C 0.0025 5.2494 -1.4040 0.0 0.0 0.0
C 0.4285 6.4835 -0.9421 0.0 0.0 0.0
C 1.2476 6.5459 0.1804 0.0 0.0 0.0
C 1.6502 5.3856 0.8175 0.0 0.0 0.0
C 3.1628 2.7551 1.3266 0.0 0.0 0.1
C 3.5751 1.7652 2.2197 0.0 0.0 0.0
C 4.9170 1.5140 2.4295 0.0 0.0 0.0
C 5.8809 2.2530 1.7501 0.0 0.0 0.0
C 5.4828 3.2336 0.8581 0.0 0.0 0.0
C 4.1298 3.4798 0.6449 0.0 0.0 0.0
H 1.6438 1.7799 -0.5849 0.0 0.0 0.0
H 0.0129 3.1294 -1.1052 0.0 0.0 0.0
H -0.6613 5.1809 -2.2570 0.0 0.0 0.0
H 0.1104 7.3933 -1.4377 0.0 0.0 0.0
H 1.5645 7.5067 0.5689 0.0 0.0 0.0
H 2.2540 5.4275 1.7144 0.0 0.0 0.0
H 2.8254 1.1894 2.7483 0.0 0.0 0.0
H 5.2121 0.7375 3.1242 0.0 0.0 0.0
H 6.9342 2.0594 1.9147 0.0 0.0 0.0
H 6.2242 3.8102 0.3173 0.0 0.0 0.0
H 3.8300 4.2421 -0.0631 0.0 0.0 0.0
S -7.3318 -0.5253 -1.8526 0.0 -0.1 0.1
C -5.8145 -0.4510 -1.1572 0.1 0.1 -0.3
S -5.2463 0.8775 -0.2315 0.0 -0.1 0.1
C -3.6278 0.3049 0.0989 0.1 -0.1 0.0
C -3.3282 -0.8913 -0.4574 0.0 0.1 0.0
S -1.7871 -1.6913 -0.2913 0.0 0.0 0.1
S -4.5975 -1.6369 -1.3935 -0.1 0.0 0.1
S -2.5460 1.2485 1.0821 0.1 0.0 0.0
```
Forces are in eV/Å.

Results
Kohn-Sham gap (spin up / spin down): 6.0 / 6.1 eV
charge: -2
expectation value of S²: 3.803
2S+1: 4
E_LUMO (spin up / spin down): 4.275 / 4.277 eV
HOMO (spin up / spin down): -1.68 / -1.82 eV

=====

No. 3
Density functional theory data (the ωB97M-V functional and the def2-TZVPD basis) for a structure of composition C32H23F5MgN3S2SbSe.

```
68
Properties=species:S:1:pos:R:3:forces:R:3
Mg -0.2785 1.5465 0.6970 0.1 -0.2 0.3
C 4.0407 5.0571 -0.6101 0.0 0.0 0.0
S 4.0246 3.6716 0.5411 0.1 -0.1 0.0
C 2.4377 2.9954 0.3160 -0.1 0.1 -0.1
S 2.1502 1.5865 1.2781 -0.2 0.2 0.0
N 1.6514 3.6018 -0.5501 -0.1 -0.3 0.2
N 0.4206 3.0132 -0.6231 0.2 0.2 -0.1
C -0.4046 3.4387 -1.4932 -0.3 -0.1 -0.1
C -1.7308 2.7826 -1.5540 0.3 0.0 0.1
C -2.7209 3.2149 -2.4189 0.0 0.0 -0.1
C -3.9446 2.5649 -2.4094 0.0 0.0 -0.1
C -4.1422 1.5021 -1.5446 0.0 0.0 0.0
C -3.1010 1.1266 -0.7141 0.2 0.1 0.0
N -1.9195 1.7444 -0.7179 -0.2 0.3 -0.1
H 5.0891 5.3199 -0.7447 0.0 0.0 0.0
H 3.4941 5.9054 -0.2047 0.0 0.0 0.0
H 3.6040 4.7570 -1.5570 0.0 0.0 0.0
H -0.1499 4.2477 -2.1719 0.0 0.0 0.0
H -2.5290 4.0483 -3.0818 0.0 0.0 0.0
H -4.7401 2.8908 -3.0674 0.0 0.0 0.0
H -5.0852 0.9759 -1.5028 0.0 0.0 0.0
H -3.2067 0.3059 -0.0155 0.0 0.0 0.1
F 1.2069 4.4379 6.3543 0.0 0.0 0.0
C 0.5546 3.6083 5.5366 0.1 0.1 0.2
C 0.3428 3.9557 4.2194 0.0 0.1 -0.2
F 0.7869 5.1272 3.7554 0.0 -0.1 0.0
C -0.3331 3.0770 3.3999 0.0 0.1 0.1
F -0.5217 3.4615 2.1071 0.0 -0.1 -0.1
C -0.8026 1.8442 3.8180 -0.1 0.0 -0.2
Se -1.6888 0.6654 2.6103 0.1 -0.2 0.2
C -0.5774 1.5311 5.1514 0.0 -0.1 0.1
F -0.9942 0.3692 5.6629 0.0 0.0 -0.1
C 0.0891 2.3930 6.0023 0.0 0.0 0.1
F 0.2929 2.0588 7.2792 0.0 0.0 0.0
C -1.6908 -3.6166 2.7655 0.0 0.0 0.0
C -0.3183 -3.4235 2.6988 0.0 0.0 0.0
C 0.2424 -2.7488 1.6208 -0.1 0.0 0.0
C -0.5686 -2.2566 0.6028 0.0 -0.1 -0.1
C -1.9477 -2.4523 0.6796 0.0 0.0 0.0
C -2.5076 -3.1315 1.7530 0.0 0.0 0.0
Sb 0.2679 -1.1252 -1.0086 0.1 -0.2 0.2
C 2.1266 -2.1691 -1.0744 0.1 0.0 0.0
C 2.2080 -3.4701 -1.5705 0.1 0.1 0.0
C 3.4091 -4.1642 -1.5211 0.0 0.0 0.0
C 4.5388 -3.5682 -0.9727 0.0 0.0 0.0
C 4.4675 -2.2721 -0.4856 -0.1 0.0 0.0
C 3.2666 -1.5703 -0.5406 0.0 -0.1 0.0
C -0.7521 -2.1442 -2.5824 -0.1 0.1 -0.1
C -0.9332 -1.4694 -3.7915 0.0 -0.1 0.0
C -1.6021 -2.0729 -4.8501 0.0 0.0 0.1
C -2.1051 -3.3582 -4.7061 0.0 0.0 0.0
C -1.9359 -4.0377 -3.5055 0.0 0.0 0.0
C -1.2661 -3.4345 -2.4475 0.0 0.0 -0.1
H -2.1242 -4.1442 3.6059 0.0 0.0 0.0
H 0.3200 -3.7936 3.4910 0.0 0.0 0.0
H 1.3159 -2.6020 1.5847 0.0 0.0 0.0
H -2.5979 -2.0843 -0.1090 0.0 0.0 0.0
H -3.5803 -3.2763 1.8024 0.0 0.0 0.0
H 1.3384 -3.9497 -2.0023 0.0 0.0 0.0
H 3.4624 -5.1732 -1.9106 0.0 0.0 0.0
H 5.4727 -4.1147 -0.9282 0.0 0.0 0.0
H 5.3442 -1.8002 -0.0588 0.0 0.0 0.0
H 3.2263 -0.5573 -0.1575 0.0 0.0 0.0
H -0.5461 -0.4635 -3.9159 0.0 0.0 0.0
H -1.7320 -1.5386 -5.7834 0.0 0.0 0.0
H -2.6313 -3.8297 -5.5270 0.0 0.0 0.0
H -2.3298 -5.0402 -3.3893 0.0 0.0 0.0
H -1.1524 -3.9733 -1.5136 0.0 0.0 0.0
```
Forces are in eV/Å.

Results
Kohn-Sham gap: 6.6 eV
E_LUMO: -0.995 eV
HOMO: -7.57 eV